DFT (ωB97M-V/def2-TZVPD) results for a 9-piece molecular cluster, C36H58F12O18 overall.

The maximum force is 0.216 Eh/bohr. Its energy is -107714.633 eV. The SMILES is CCOC(=O)C(F)(F)F.CCOC(=O)C(F)(F)F.CCOC(=O)C(F)(F)F.CCOC(=O)C(F)(F)F.O=C1CCCO1.O=C1CCCO1.O=C1CCCO1.COCCOC.COCCOC. The HOMO energy comes out at -8.78 eV. As for the orbital gap: 9.10 eV.

Geometry as XYZ:
```
124
Properties=species:S:1:pos:R:3:forces:R:3:lowdin_charge:R:1
C 2.856206 -3.629078 1.857808 0.2 -0.6 0.9 -0.0712
O 3.046976 -2.527898 2.731298 1.3 0.4 -2.0 -0.2221
C 3.125046 -1.285538 2.021808 -0.1 -0.2 0.7 -0.1765
C 3.460036 -0.186448 2.987938 0.3 0.1 0.5 -0.1898
O 3.333916 1.007542 2.267438 -0.3 1.2 0.4 -0.2434
C 3.954516 2.171282 2.877618 -0.5 -1.7 -0.5 -0.0332
H 2.667506 -4.499058 2.486808 -0.5 0.1 0.2 0.0836
H 3.783276 -3.925078 1.366868 0.0 0.5 -0.6 0.1010
H 2.022766 -3.446848 1.179368 0.3 -0.3 0.2 0.0770
H 2.136706 -1.077228 1.612068 0.4 -0.2 -0.3 0.0858
H 3.908956 -1.245778 1.265498 -0.4 -0.6 0.0 0.1262
H 4.479986 -0.344208 3.338508 0.4 0.1 0.1 0.1381
H 2.836136 -0.163178 3.881428 -0.3 -0.1 0.2 0.1241
H 5.030766 2.056452 2.748748 0.2 0.3 0.1 0.0940
H 3.707616 2.169022 3.939278 0.0 0.4 0.1 0.0934
H 3.563406 3.028912 2.330248 0.2 0.0 0.4 0.0726
C 6.357466 -0.114838 -1.166972 0.1 -0.8 -0.4 -0.1183
O 5.465016 0.984742 -1.145412 0.2 -0.3 -0.3 -0.1464
C 4.403466 0.854712 -0.207322 -0.7 -0.8 -1.1 -0.1385
C 3.196986 -0.011698 -0.730182 3.8 0.0 0.8 -0.1949
O 3.624446 -1.382818 -0.782972 -0.8 0.6 0.4 -0.1532
C 2.537806 -2.277528 -0.845692 1.2 -1.0 -2.0 -0.1355
H 5.969466 -1.077638 -1.499512 -1.1 0.1 0.2 0.0742
H 6.793716 -0.333148 -0.192222 0.2 0.4 0.3 0.0839
H 7.134786 -0.020948 -1.925292 0.2 1.1 0.3 0.0823
H 3.858446 1.796532 -0.143842 1.7 0.0 0.4 0.0946
H 4.802336 0.546452 0.759098 0.0 -0.1 -0.2 0.1102
H 2.892096 0.413292 -1.686492 1.0 -1.1 0.0 0.1144
H 2.342766 0.197902 -0.086382 0.9 -0.9 0.4 0.0937
H 1.716886 -2.072778 -0.158472 0.5 -0.3 0.3 0.0810
H 2.963746 -3.277638 -0.765282 -0.1 0.0 0.5 0.1010
H 2.128586 -2.254758 -1.855702 0.7 0.0 0.6 0.0863
O 1.945686 2.041342 -3.138012 2.5 1.2 3.6 0.0469
C 2.022316 2.600922 -2.020492 -1.0 0.2 -4.3 -0.3939
O 2.167666 1.952652 -0.900132 -1.7 2.8 0.8 -0.0976
C 1.917326 2.894972 0.200448 -0.4 0.1 0.0 -0.0934
C 1.111816 4.008802 -0.427742 0.5 0.9 0.8 -0.1047
C 1.734836 4.089392 -1.790642 0.7 -0.3 -0.7 -0.0583
H 2.882266 3.277652 0.532928 -0.1 -0.3 0.2 0.1175
H 1.354856 2.341472 0.952368 0.7 0.2 0.1 0.1059
H 1.255666 4.938072 0.123508 -0.2 0.0 0.2 0.1365
H 0.051966 3.757292 -0.467122 0.4 0.3 0.2 0.0993
H 2.672256 4.635732 -1.894822 0.3 0.0 0.6 0.1470
H 1.095056 4.482852 -2.580562 1.2 0.2 1.3 0.0868
O -1.793194 2.734922 -0.855252 -0.5 2.0 -1.9 0.0580
C -1.372874 2.783692 -1.989692 -1.1 -2.4 -0.1 -0.3857
O -0.605284 3.761112 -2.469242 -1.5 0.9 1.0 -0.0141
C -0.150894 3.556972 -3.770022 -2.0 -1.3 -2.9 -0.1592
C -0.429784 2.062992 -4.000862 1.7 -0.4 -1.5 -0.1440
C -1.479874 1.630592 -3.025002 0.3 0.9 -0.6 -0.0201
H 0.873636 3.889432 -3.937052 -0.4 -0.6 0.0 0.1222
H -0.778194 4.078952 -4.492602 -0.2 0.7 0.3 0.1346
H 0.542006 1.607632 -3.810162 -1.1 -0.6 -0.3 0.0739
H -0.662854 1.821532 -5.037922 -0.2 0.3 0.0 0.1262
H -1.273684 0.619312 -2.674452 -0.3 0.7 0.4 0.0869
H -2.404994 1.587222 -3.599792 -0.6 0.3 0.7 0.1370
O -1.863584 3.683352 3.207848 -0.8 -3.0 -0.3 0.0851
C -2.280324 2.514012 3.238018 0.8 3.0 0.0 -0.3761
O -2.463344 1.916342 4.448068 -0.5 1.0 -0.4 0.0227
C -3.240054 0.728852 4.356738 -4.2 1.6 0.0 -0.1374
C -3.491454 0.555792 2.858938 -3.5 0.2 -0.6 -0.1526
C -2.637664 1.564612 2.084268 -1.9 0.2 2.9 -0.0641
H -4.201804 0.993352 4.796258 0.0 -0.2 0.6 0.1372
H -2.748554 -0.172258 4.723518 -3.7 2.1 1.5 0.1089
H -4.565884 0.628282 2.690298 0.5 0.7 0.3 0.1084
H -3.208984 -0.424038 2.473898 -1.9 0.5 0.2 0.1246
H -3.221684 1.990272 1.268278 0.5 0.5 0.3 0.0976
H -1.760774 1.061432 1.676868 -1.8 0.6 2.6 0.0322
C -0.650064 -3.448128 -5.862112 -0.7 0.7 -0.4 -0.0224
C -1.272354 -2.859518 -4.586112 0.9 -3.7 -5.5 -0.2750
O -2.363954 -3.649758 -4.236182 -4.4 -2.2 0.7 0.0191
C -3.553494 -3.644738 -4.939662 2.4 2.1 -3.7 -0.2424
O -3.679094 -3.002988 -6.018642 -0.3 -2.4 4.3 0.1019
C -4.683514 -4.582328 -4.347832 -0.3 0.9 0.3 -0.4907
F -5.177044 -5.467218 -5.248142 1.2 0.4 1.0 0.1543
F -4.261364 -5.154998 -3.201032 -0.4 -0.2 -1.2 0.1533
F -5.737874 -3.805608 -4.028502 0.4 0.0 0.0 0.1433
H 0.275456 -2.943858 -6.139982 0.1 -0.1 0.2 0.0799
H -1.350154 -3.270388 -6.678442 0.1 -0.2 -0.2 0.0663
H -0.492934 -4.520798 -5.749002 0.1 0.0 0.1 0.0856
H -1.681434 -1.851648 -4.656402 0.1 -0.9 -2.6 0.1465
H -0.563974 -2.966448 -3.764602 -0.5 -2.3 -2.9 0.1046
C 1.053326 -4.048068 4.941998 1.6 0.1 -0.6 -0.0235
C 1.809056 -2.668788 5.034138 1.1 -3.6 0.7 -0.2337
O 0.899346 -1.691878 5.121428 -4.8 5.2 -1.6 0.0208
C 0.226876 -1.216168 4.018448 1.6 -2.8 -2.2 -0.2219
O 0.354056 -1.592008 2.833648 0.1 -0.2 4.4 0.1000
C -0.909594 -0.233148 4.378448 3.6 -0.2 -1.8 -0.5384
F -0.429174 1.013222 4.536568 0.8 -1.0 -0.4 0.1901
F -1.895624 -0.315888 3.438308 9.7 -3.7 -0.6 -0.0460
F -1.406264 -0.628348 5.463868 -0.4 -1.5 4.3 0.2470
H 0.682886 -4.455798 5.882538 -0.2 0.4 0.0 0.0729
H 1.787296 -4.768338 4.580598 0.2 -0.2 0.2 0.0604
H 0.311636 -4.069108 4.143528 -0.3 0.4 0.2 0.0763
H 2.488876 -2.495068 4.200018 -0.4 -0.5 0.8 0.0694
H 2.316626 -2.584658 5.995078 0.3 -0.4 0.0 0.1345
C -4.778434 3.411862 -0.149152 -0.2 0.1 0.3 -0.0486
C -5.505194 2.258022 -0.837882 -0.1 2.0 0.1 -0.2107
O -4.572544 1.209912 -1.035762 0.7 -3.4 1.5 0.0026
C -4.445234 0.239102 -0.022702 -2.6 2.6 1.3 -0.2263
O -5.108134 0.271842 1.024418 1.2 -0.9 -4.7 0.0957
C -3.333744 -0.831188 -0.243422 -0.4 -0.1 -0.9 -0.4833
F -2.738844 -0.747728 -1.438162 -2.4 0.7 -0.6 0.1315
F -2.425834 -0.726808 0.729798 -2.7 -1.5 1.0 0.1252
F -3.840514 -2.056268 -0.224482 -0.6 -0.2 0.7 0.1986
H -3.842064 3.632392 -0.661672 -0.3 0.1 -0.1 0.0649
H -4.509744 3.202332 0.886218 -0.3 -0.1 0.0 0.0684
H -5.417114 4.294482 -0.114972 0.0 0.0 -0.2 0.0867
H -5.799444 2.620492 -1.822832 0.4 -0.4 -0.3 0.1220
H -6.470834 2.050422 -0.376862 0.4 -0.9 0.5 0.1267
C 0.005146 0.668922 1.608818 1.0 -1.1 0.1 -0.0422
C -0.675234 0.987352 0.308448 1.6 0.1 -0.4 -0.1718
O -0.959234 -0.177508 -0.487232 5.3 -0.5 -2.5 -0.0141
C -0.045354 -0.782458 -1.286332 3.2 2.5 0.5 -0.2173
O 1.161106 -0.464348 -1.460052 -7.8 -0.5 -0.6 0.0333
C -0.582284 -2.021028 -2.062642 -0.1 1.8 2.0 -0.4536
F -1.477164 -2.685978 -1.312172 0.7 -0.5 -1.1 0.1913
F -1.099204 -1.604918 -3.261452 0.5 6.5 9.0 0.0221
F 0.450256 -2.802478 -2.331902 -0.7 -0.7 0.0 0.1536
H 0.974606 0.216982 1.399088 0.2 0.8 0.2 0.0769
H -0.418484 -0.111098 2.241438 -0.4 0.6 -1.9 0.0519
H 0.025936 1.484902 2.331208 0.6 0.6 -0.7 0.1173
H -0.113824 1.710812 -0.282752 0.1 -0.7 0.3 0.1099
H -1.649524 1.406192 0.560328 1.5 -0.2 -2.5 0.0687
```
Forces are in eV/Å.

***

DFT (ωB97M-V/def2-TZVPD) results for C56H49BrN6O4PS2SbY as an isolated structure.

Its charge is +1. The maximum force is 0.014 Eh/bohr. Its energy is -184579.388 eV. The HOMO energy comes out at -10.13 eV. As for the orbital gap: 7.93 eV.

Geometry as XYZ:
```
121
Properties=species:S:1:pos:R:3:forces:R:3:lowdin_charge:R:1
Y -0.429405 -0.472880 -0.462277 -0.6 0.0 -0.2 0.9521
O -3.356454 -3.509788 0.507723 0.0 0.2 0.1 0.0271
C -3.209734 -4.474571 -0.433440 -0.1 0.0 0.0 -0.2615
C -3.960346 -5.636040 -0.299293 0.0 -0.1 -0.1 -0.0088
C -3.850759 -6.646259 -1.238313 0.0 0.0 0.0 -0.0796
C -2.984343 -6.520598 -2.317157 0.0 0.1 0.1 -0.0892
C -2.227886 -5.364612 -2.430708 0.0 -0.1 -0.1 -0.0464
C -2.333176 -4.327585 -1.511995 0.1 0.0 -0.1 -0.1078
C -1.480611 -3.091239 -1.691011 0.1 0.0 0.0 -0.4038
O -1.348873 -2.342568 -0.545416 -0.2 -0.6 -0.2 -0.4115
N -2.091383 -2.215322 -2.714437 -0.1 0.0 0.0 0.0413
N -1.646020 -0.933185 -2.712044 0.0 -0.2 -0.3 -0.0447
C -1.792119 -0.219185 -3.763408 0.1 0.3 0.2 -0.1630
C -1.510468 1.220703 -3.787103 0.0 -0.2 -0.4 -0.5662
Br -1.231164 2.065301 -2.122577 -0.1 0.1 0.2 0.9340
C -1.454285 1.911827 -4.929506 0.0 -0.1 0.1 -0.0788
C -1.208214 3.343996 -5.182726 0.0 -0.3 0.0 -0.2353
C -0.404813 3.670529 -6.274409 0.0 0.1 0.0 -0.0347
C -0.126438 4.993223 -6.575024 0.0 -0.1 0.0 -0.0703
C -0.674394 6.007298 -5.803790 0.0 0.0 0.0 -0.0769
C -1.505076 5.691498 -4.738189 0.1 0.0 -0.1 -0.0797
C -1.769300 4.367773 -4.425047 0.0 0.1 0.0 -0.0686
H -2.706125 -2.809732 0.252696 0.0 0.0 0.0 0.0396
H -4.630512 -5.723567 0.543883 0.0 0.0 0.0 0.1176
H -4.443920 -7.543245 -1.122616 0.0 0.0 0.0 0.1058
H -2.893308 -7.312021 -3.045423 0.0 0.0 0.0 0.1004
H -1.518865 -5.269701 -3.247217 0.0 0.0 0.0 0.1153
H -0.479971 -3.413575 -2.045278 -0.2 0.0 0.0 0.1134
H -2.307638 -2.645500 -3.611292 0.1 0.2 0.1 0.1454
H -2.181983 -0.647598 -4.687987 0.0 0.0 0.0 0.1368
H -1.571300 1.300271 -5.821008 0.0 0.0 0.0 0.1259
H 0.011212 2.881878 -6.884764 0.0 -0.1 0.0 0.1152
H 0.507819 5.228738 -7.416905 0.0 0.0 0.0 0.1073
H -0.468801 7.040230 -6.042583 0.0 0.1 0.0 0.1058
H -1.957479 6.478614 -4.153133 0.0 0.1 0.0 0.1060
H -2.437628 4.144292 -3.608554 0.0 -0.1 0.1 0.0889
O 2.044351 1.872759 -0.507096 0.2 0.3 0.1 -0.0836
C 2.202334 0.726145 -0.922195 0.2 -0.5 -0.1 -0.6613
O 1.354284 0.110777 -1.674198 0.1 0.2 0.0 -0.2451
C 3.394531 -0.073731 -0.457561 -0.1 0.0 0.0 -0.1439
C 4.583645 0.605888 -0.232430 0.1 0.0 0.0 -0.0260
C 5.695063 -0.062086 0.258520 -0.1 0.0 0.0 -0.0569
C 5.606384 -1.412737 0.558711 0.0 0.0 0.0 -0.0593
C 4.419647 -2.096057 0.339427 0.0 0.0 0.0 -0.0784
C 3.303808 -1.447494 -0.177869 0.0 0.0 -0.2 -0.2688
P 1.753439 -2.364434 -0.543820 0.3 0.3 0.2 1.0848
C 2.177314 -3.206666 -2.098492 0.0 -0.1 0.1 -0.3456
C 2.961657 -4.356315 -2.114026 0.0 -0.1 0.0 -0.0839
C 3.291047 -4.964871 -3.314711 -0.1 0.1 -0.1 -0.0659
C 2.842603 -4.422564 -4.511142 0.0 0.0 0.0 -0.0728
C 2.067233 -3.272475 -4.504067 0.0 0.0 0.0 -0.0708
C 1.731035 -2.667152 -3.302753 0.0 0.0 -0.1 -0.0988
C 1.588546 -3.634998 0.736199 0.0 0.0 0.1 -0.3631
C 1.847148 -3.291683 2.065437 0.0 0.0 0.0 -0.1163
C 1.451919 -4.128839 3.097240 0.0 -0.1 0.0 -0.0853
C 0.778305 -5.312438 2.816753 0.0 0.0 0.0 -0.0821
C 0.509705 -5.654496 1.499943 0.0 0.0 0.0 -0.0649
C 0.911211 -4.821203 0.465923 0.0 0.0 0.0 -0.0868
H 4.629307 1.664079 -0.451688 0.0 0.0 0.0 0.1223
H 6.623608 0.469095 0.412223 0.0 0.0 0.0 0.1085
H 6.461243 -1.939250 0.958682 0.0 0.0 0.0 0.1093
H 4.365175 -3.149578 0.580911 0.0 0.0 0.0 0.1070
H 3.312676 -4.789185 -1.185420 0.0 0.0 0.0 0.1068
H 3.896337 -5.859895 -3.320892 0.0 0.0 0.0 0.1085
H 3.103639 -4.896379 -5.447120 0.0 0.0 0.0 0.1073
H 1.727103 -2.843663 -5.437337 0.0 0.0 0.0 0.1059
H 1.142426 -1.757779 -3.308901 0.0 0.0 0.0 0.0860
H 2.359610 -2.365308 2.298189 0.0 0.0 0.0 0.0945
H 1.679719 -3.860979 4.120337 0.0 0.0 0.0 0.1059
H 0.475011 -5.968232 3.620344 0.0 0.0 0.0 0.1044
H -0.018570 -6.569251 1.269336 0.0 0.0 0.0 0.1112
H 0.675786 -5.096784 -0.555126 0.0 0.0 0.0 0.1060
C -2.913548 -2.371610 4.898718 -0.1 0.0 0.1 0.0099
C -3.285154 -1.349488 3.896644 -0.3 0.1 0.3 -0.3174
N -4.279699 -0.516762 3.983603 0.3 -0.2 0.0 0.1482
N -4.215843 0.196897 2.823860 0.2 -0.1 0.0 0.0395
C -3.211254 -0.164737 2.025711 0.0 0.1 -0.4 -0.7010
S -2.903377 0.518600 0.494350 -0.1 0.0 0.4 0.5892
N -2.600342 -1.168766 2.719279 -0.1 0.1 -0.3 -0.0615
N -1.501251 -1.889633 2.263999 0.2 0.4 0.1 0.0971
H -3.609766 -2.305738 5.730464 0.0 0.0 0.0 0.0917
H -1.901274 -2.210137 5.268267 0.0 0.0 0.0 0.0874
H -2.966370 -3.372487 4.471599 0.0 0.0 0.0 0.0902
H -4.875141 0.937033 2.636953 0.1 -0.1 0.0 0.1539
H -0.709326 -1.701905 2.878326 -0.1 -0.2 -0.2 0.0524
H -1.714229 -2.882353 2.210122 -0.1 0.0 -0.1 0.1065
S 0.643273 0.368168 1.880346 0.2 0.2 0.0 0.1710
Sb 0.436695 2.680513 1.830446 0.0 -0.3 0.1 1.3786
C 2.069081 3.374021 2.922590 0.2 0.1 0.0 -0.3493
C 1.895768 4.306955 3.938522 0.1 0.1 0.0 -0.1165
C 3.004585 4.785982 4.622470 0.0 0.0 0.0 -0.0715
C 4.273069 4.337958 4.286702 0.0 0.0 0.0 -0.0705
C 4.442212 3.412199 3.268216 0.0 0.0 0.0 -0.0668
C 3.340795 2.926283 2.580279 0.0 -0.1 0.1 -0.1068
C 0.125466 4.236960 0.443580 0.0 0.2 -0.3 -0.3210
C -0.524304 5.329383 1.020767 0.0 0.0 0.1 -0.1317
C -0.650435 6.518415 0.318107 0.0 0.0 0.0 -0.0671
C -0.128459 6.626959 -0.959890 0.0 0.0 0.0 -0.0665
C 0.534902 5.549798 -1.524441 0.0 0.0 0.0 -0.0676
C 0.676423 4.357520 -0.829728 -0.1 0.0 0.1 -0.1591
C -1.189112 2.873785 3.143537 -0.2 0.0 0.3 -0.3811
C -0.971249 2.437322 4.449425 0.0 0.0 0.0 -0.1368
C -2.004484 2.442291 5.375237 0.0 0.0 0.0 -0.0712
C -3.265633 2.883909 5.001425 0.0 0.0 0.0 -0.0780
C -3.493578 3.304453 3.699571 0.0 0.0 0.0 -0.0925
C -2.463581 3.288251 2.768955 0.0 0.1 -0.2 -0.1504
H 0.912423 4.668155 4.207577 -0.1 0.0 0.0 0.0991
H 2.875837 5.508553 5.415559 0.0 0.0 0.0 0.1086
H 5.134702 4.711447 4.822515 0.0 0.0 0.0 0.1089
H 5.433617 3.066613 3.010236 0.0 0.0 0.0 0.1079
H 3.469991 2.196457 1.789980 0.0 0.0 0.0 0.0777
H -0.917978 5.283808 2.028172 0.0 0.0 0.0 0.0882
H -1.151584 7.357832 0.778046 0.0 0.0 0.0 0.1105
H -0.227447 7.552476 -1.508627 0.0 0.1 0.0 0.1097
H 0.952260 5.632361 -2.518259 0.0 0.0 -0.1 0.1111
H 1.206245 3.533371 -1.277384 0.0 0.0 0.0 0.0609
H 0.007959 2.086000 4.754370 0.0 0.0 0.0 0.1002
H -1.820009 2.108776 6.386784 0.0 0.0 0.0 0.1091
H -4.067852 2.898512 5.725405 0.0 0.0 0.0 0.1098
H -4.475728 3.650718 3.406879 0.0 0.0 0.0 0.1099
H -2.671865 3.595230 1.749727 0.1 0.0 0.0 0.0975
```
Forces are in eV/Å.